The following is a quantum chemistry calculation of a 7-piece molecular cluster, C42H35F7 overall, from the OMol25 dataset.

XYZ file:
```
84
Properties=species:S:1:pos:R:3:forces:R:3:mulliken_charge:R:1
F 2.72448 -1.18578 -3.71391 0.84 0.62 0.02 -0.34
C 3.52725 -0.30455 -3.03922 -0.21 1.33 1.54 0.24
C 4.87685 -0.09732 -3.32170 -1.31 -0.75 -0.41 -0.58
C 5.57647 0.76607 -2.48735 0.80 -0.84 -1.66 -0.40
C 4.98904 1.42619 -1.47376 -0.25 1.32 1.55 -0.38
C 3.62974 1.34757 -1.18887 -0.02 -1.07 -1.69 -0.57
C 2.90214 0.47156 -2.02918 0.14 0.06 -0.28 -0.24
H 5.26079 -0.53311 -4.23224 0.44 -0.19 0.15 0.42
H 6.61277 0.98524 -2.69820 0.15 -0.14 -0.10 0.40
H 5.63193 2.12414 -0.95804 -0.13 0.09 0.44 0.39
H 3.19038 2.00900 -0.45682 -0.33 -0.30 0.02 0.51
H 1.82256 0.44261 -2.02164 -0.15 -0.23 0.51 0.51
F -0.03059 4.08643 0.40999 0.12 -0.45 -0.38 -0.21
C -1.07633 4.50682 1.10320 -1.54 0.87 2.32 -0.08
C -0.95785 5.73727 1.78275 -0.19 -0.09 -0.70 -0.33
C -2.02867 6.27875 2.50043 0.98 0.20 -0.13 -0.45
C -3.18641 5.58866 2.63099 -1.64 -1.78 -0.81 -0.46
C -3.32456 4.30728 2.06022 1.62 0.70 -0.68 -0.40
C -2.24147 3.73973 1.32402 -0.45 0.63 0.55 -0.02
H -0.04642 6.30578 1.67098 0.15 -0.03 -0.02 0.38
H -2.01399 7.24879 2.97500 0.58 0.18 -0.12 0.33
H -4.07363 6.02630 3.06424 0.09 0.14 0.34 0.37
H -4.28621 3.81910 2.11772 0.13 -0.40 0.09 0.30
H -2.32579 2.70425 1.02893 0.20 -0.04 -0.48 0.51
F 5.07488 -1.04907 5.09398 0.10 0.05 -0.58 -0.31
C 5.79503 -0.89032 3.95115 -0.82 -1.00 -1.17 0.04
C 7.08358 -0.48326 4.04629 1.72 0.76 -0.79 -0.30
C 7.88787 -0.29153 2.87779 -1.76 -0.42 1.64 -0.43
C 7.31454 -0.55015 1.62467 1.68 0.45 0.71 -0.62
C 6.06231 -1.09169 1.52388 -1.13 0.21 1.55 -0.31
C 5.27977 -1.26589 2.70584 0.32 -0.04 -0.82 -0.12
H 7.47115 -0.29081 5.03581 0.22 0.09 0.03 0.39
H 8.88709 0.03352 3.12741 0.19 0.13 -0.78 0.35
H 7.88138 -0.34913 0.72762 0.11 -0.07 -0.10 0.39
H 5.70526 -1.30005 0.52613 -0.45 -0.21 0.21 0.44
H 4.30741 -1.72900 2.62557 -0.20 0.16 0.08 0.46
F -8.02893 -2.72327 -2.73148 0.01 -0.35 0.02 -0.33
C -7.01671 -1.87869 -3.02067 0.52 0.06 0.60 0.49
C -5.72744 -2.17987 -2.54481 -1.62 -0.81 -0.62 -0.54
C -4.72284 -1.29908 -2.82822 0.37 0.58 0.18 -0.38
C -5.03091 -0.13114 -3.49231 0.10 0.58 -0.16 -0.58
C -6.31780 0.16930 -3.91665 0.61 0.29 -0.24 -0.35
C -7.34852 -0.72118 -3.69097 0.15 -0.29 0.33 -0.50
H -5.60634 -3.13921 -2.06377 0.22 0.06 0.23 0.45
H -3.69859 -1.39082 -2.49821 0.01 -0.52 0.16 0.49
H -4.21597 0.56676 -3.61564 -0.09 0.24 -0.28 0.47
H -6.46844 1.10282 -4.43842 -0.24 0.08 0.01 0.38
H -8.38458 -0.54531 -3.94006 0.03 0.09 -0.17 0.43
F -6.97716 3.86505 -0.27638 0.29 0.00 -0.04 -0.36
C -6.43686 2.73861 0.23298 -0.28 -1.42 1.18 0.33
C -6.99901 2.22402 1.45666 0.73 1.23 -1.42 -0.53
C -6.56297 1.02781 1.92825 1.09 -1.24 -0.42 -0.34
C -5.53141 0.30954 1.25750 -0.65 0.90 1.05 -0.76
C -4.96235 0.84592 0.12709 -0.33 -0.34 -0.15 -0.06
C -5.43527 2.03723 -0.44207 -0.94 0.33 0.50 -0.54
H -7.68246 2.75804 2.10018 -0.30 0.41 -0.55 0.40
H -7.04434 0.65607 2.82071 0.24 -0.23 0.16 0.36
H -5.10532 -0.57967 1.69814 -0.16 -0.18 -0.08 0.45
H -4.20549 0.23418 -0.34125 0.26 0.33 -0.27 0.54
H -5.10294 2.35388 -1.41966 0.15 0.23 0.07 0.51
F -1.79852 -1.19239 -0.42317 -1.45 -0.02 -0.97 -0.29
C -0.90018 -0.62603 0.37449 2.70 1.27 1.90 -0.09
C -1.21901 0.15411 1.48531 -1.90 -1.27 -1.30 -0.21
C -0.26779 0.44589 2.46497 1.93 0.43 0.79 -1.05
C 1.08334 0.07592 2.24905 -0.60 0.38 -0.39 -0.31
C 1.46097 -0.57662 1.09940 -0.62 0.13 -0.02 -0.60
C 0.45462 -0.87202 0.08210 0.03 -0.54 0.08 -0.58
H -2.23571 0.42766 1.72590 -0.43 -0.27 -0.23 0.52
H -0.60821 0.77659 3.43509 0.11 0.34 0.03 0.34
H 1.87798 0.40307 2.90319 -0.04 -0.26 0.58 0.36
H 2.47264 -0.95325 1.06672 0.16 0.06 -0.54 0.37
H 0.70087 -1.45237 -0.79481 -0.02 -0.21 -0.05 0.64
F 4.12018 -3.14515 0.44214 0.17 -0.54 -0.29 -0.02
C 3.78116 -4.11378 -0.43553 0.72 -1.82 -0.15 0.05
C 2.86531 -3.84924 -1.39730 -1.59 0.56 -1.08 0.52
C 2.32521 -4.84639 -2.23812 0.67 -0.44 1.02 -0.73
C 2.81280 -6.14134 -2.12194 0.82 -0.16 0.26 -0.41
C 3.84104 -6.42009 -1.20060 0.01 0.87 0.10 -0.48
C 4.33081 -5.42768 -0.36424 -0.90 1.38 0.79 -0.58
H 2.43717 -2.86061 -1.47289 0.04 0.20 0.15 0.16
H 1.46409 -4.62479 -2.85112 0.18 0.15 -0.23 0.41
H 2.48056 -6.98256 -2.71217 -0.38 0.18 -0.21 0.35
H 4.28084 -7.39970 -1.08509 -0.23 -0.21 -0.17 0.35
H 4.95009 -5.64367 0.49380 0.43 -0.15 -0.19 0.39
```
Forces are in eV/Å.

Summary:
HOMO energy (alpha / beta) in eV: 0.19 / -4.19
Molecular weight in g/mol: 672.73
Total energy in hartree: -2320.4018
2S+1: 2
Expectation value of S²: 0.7611
Frontier orbital gap (alpha / beta) in eV: 2.36 / 6.74
Charge: -1

The following is a quantum chemistry calculation of C42H35MgN5O2STe as an isolated structure, from the OMol25 dataset.

XYZ file:
```
87
Properties=species:S:1:pos:R:3:forces:R:3:mulliken_charge:R:1
Mg -0.64695 -0.84099 0.45861 -0.01 -1.04 0.68 -0.43
N -3.75957 -3.76354 1.91485 -0.11 -0.17 -0.22 -0.46
C -2.86297 -2.92906 1.33373 0.03 -0.09 0.16 0.68
S -2.42708 -1.54416 2.19188 0.16 0.52 0.18 -0.75
N -2.41247 -3.31656 0.15035 -0.72 -1.23 -0.24 -1.45
N -1.47822 -2.56649 -0.40432 0.41 0.30 -0.57 1.44
C -1.09079 -2.83449 -1.61733 -0.86 -0.67 0.69 0.40
C -1.67887 -3.91302 -2.44667 -0.19 -0.07 -0.05 -0.21
C -2.32018 -3.57082 -3.63677 0.05 0.00 0.20 -0.08
C -2.89624 -4.54887 -4.42620 -0.08 -0.03 -0.13 -0.78
C -2.83330 -5.87951 -4.04370 0.00 0.03 -0.06 -0.41
C -2.20501 -6.22503 -2.85886 0.03 -0.06 0.03 -0.79
C -1.63631 -5.24838 -2.05971 0.12 0.13 0.00 -0.07
C -0.10409 -1.95883 -2.20232 0.79 0.28 -0.83 -0.10
C 0.52577 -2.26212 -3.41981 -0.23 -0.06 0.32 -0.78
C 1.41878 -1.36365 -3.96007 0.06 0.39 0.15 -0.89
C 1.63379 -0.15777 -3.30438 -0.01 -0.20 -0.11 -1.51
C 0.98593 0.05615 -2.10120 0.32 0.33 -0.34 0.16
N 0.17964 -0.82791 -1.54213 -0.09 -0.28 -0.03 0.73
H -4.26709 -3.43922 2.72013 0.11 0.02 -0.10 0.24
H -4.15115 -4.50524 1.35809 0.03 0.01 -0.04 0.23
H -2.37616 -2.53033 -3.92947 0.00 0.04 -0.03 0.54
H -3.40116 -4.27243 -5.34112 -0.01 0.02 -0.06 0.40
H -3.26792 -6.64303 -4.67269 -0.06 -0.05 -0.01 0.41
H -2.16112 -7.26039 -2.55446 0.02 -0.08 0.03 0.39
H -1.14753 -5.51292 -1.13405 -0.01 -0.03 0.09 0.46
H 0.30413 -3.18689 -3.92689 -0.03 -0.09 0.02 0.60
H 1.92440 -1.57975 -4.88984 0.01 -0.04 -0.06 0.45
H 2.28763 0.59390 -3.71382 0.05 0.12 -0.01 0.55
H 1.09785 0.99364 -1.57825 0.14 0.09 0.05 0.23
C 2.27808 5.04035 -0.62922 -0.05 0.01 0.06 -1.61
C 1.23387 3.98993 -0.39469 0.14 0.01 0.06 0.54
C 0.16435 3.77227 -1.25118 -0.13 -0.15 0.17 -0.99
C -0.77537 2.77445 -1.01933 0.36 0.04 0.07 1.61
C -1.86201 2.61349 -2.00664 -0.02 -0.08 -0.16 -0.24
O -1.68917 2.87336 -3.18587 0.00 -0.06 0.12 -0.68
C -3.19061 2.16662 -1.51622 -0.57 0.03 -0.18 0.35
C -4.02591 1.48249 -2.39685 0.19 0.11 0.04 -0.47
C -5.31146 1.14073 -2.02135 -0.05 -0.05 -0.04 -0.68
C -5.77911 1.48736 -0.76355 -0.02 -0.04 0.01 -0.44
C -4.95447 2.16984 0.11740 -0.06 0.08 0.07 -0.83
C -3.66726 2.51334 -0.25456 0.05 -0.02 -0.19 0.12
C -0.60667 1.83755 0.04273 0.27 0.72 -0.18 0.58
O -1.34414 0.80261 0.16074 -0.90 1.48 -0.31 -1.20
C 0.46835 2.11396 0.94329 -0.17 0.31 -0.27 0.56
C 1.33032 3.18626 0.72689 -0.15 -0.17 -0.29 -0.78
C 0.68660 1.28622 2.11354 0.06 -0.08 0.28 0.67
N 0.44181 0.03112 2.09088 0.03 0.46 -0.05 0.60
C 0.60344 -0.79098 3.26028 -0.09 -0.23 0.58 -0.60
C 1.68995 -1.83774 3.05220 -0.09 -0.09 0.04 -1.20
Te 1.79569 -2.49795 0.98933 0.95 0.00 0.42 0.43
C 3.48155 -1.21288 0.62151 -0.32 -0.42 0.03 -0.34
C 3.32887 0.11205 0.24579 -0.25 0.01 -0.01 1.29
C 4.43871 0.91693 0.05318 0.05 0.12 -0.03 -0.69
C 5.71081 0.40488 0.23509 0.06 0.05 -0.02 -0.63
C 5.87040 -0.91664 0.61059 0.13 -0.01 0.02 -0.59
C 4.76200 -1.72181 0.80493 -0.09 -0.30 0.04 -0.45
C 1.19409 2.01600 3.30424 0.17 -0.02 0.38 -1.10
C 2.43397 1.72102 3.86318 -0.09 0.02 -0.11 0.41
C 2.88792 2.42914 4.96250 0.09 0.01 0.06 -0.92
C 2.10694 3.43106 5.51577 0.01 0.02 0.04 -0.59
C 0.87373 3.73262 4.95873 -0.02 0.04 0.05 -0.82
C 0.41980 3.03344 3.85439 0.05 -0.12 -0.02 0.00
H 2.10575 5.56842 -1.56163 0.03 0.09 -0.10 0.39
H 3.26924 4.58638 -0.65907 0.08 0.07 -0.08 0.27
H 2.27712 5.76111 0.18714 0.05 0.16 0.00 0.34
H 0.03579 4.38373 -2.13396 -0.02 0.07 -0.08 0.48
H -3.64942 1.23966 -3.38098 0.01 0.00 -0.04 0.47
H -5.95609 0.62073 -2.71626 -0.03 -0.06 -0.02 0.41
H -6.78985 1.23273 -0.47509 -0.03 -0.02 0.04 0.41
H -5.32423 2.44599 1.09496 0.00 0.01 0.05 0.40
H -3.03856 3.07493 0.42164 0.08 -0.03 0.08 0.44
H 2.13977 3.35846 1.42527 0.04 0.01 0.08 0.75
H -0.35277 -1.30280 3.40661 0.22 0.05 0.09 0.26
H 0.81373 -0.20046 4.16267 -0.01 -0.19 -0.17 0.43
H 1.49449 -2.70659 3.67697 0.07 -0.05 -0.02 0.70
H 2.67874 -1.44773 3.29728 0.02 -0.10 -0.17 0.38
H 2.34340 0.52767 0.11226 -0.04 0.04 0.02 -0.53
H 4.31139 1.94710 -0.24436 -0.08 0.13 -0.02 0.53
H 6.57670 1.03157 0.08486 0.08 0.07 -0.03 0.42
H 6.86243 -1.32161 0.74861 0.06 -0.06 0.03 0.39
H 4.89708 -2.75404 1.10097 -0.02 -0.03 -0.01 0.43
H 3.04494 0.94291 3.42449 0.05 -0.05 -0.05 0.42
H 3.85413 2.19758 5.38765 0.05 -0.01 0.03 0.44
H 2.45539 3.97361 6.38345 0.03 0.04 0.01 0.40
H 0.26686 4.51946 5.38303 -0.05 0.03 0.04 0.43
H -0.54487 3.25781 3.42220 -0.05 0.06 -0.08 0.49
```
Forces are in eV/Å.

Summary:
HOMO energy in eV: -7.40
Molecular weight in g/mol: 825.75
Total energy in hartree: -2912.1828
Frontier orbital gap in eV: 7.16
Charge: 0

The following is a quantum chemistry calculation of a 7-piece molecular cluster, C42H35N7O14 overall, from the OMol25 dataset.

XYZ file:
```
98
Properties=species:S:1:pos:R:3:forces:R:3:mulliken_charge:R:1
O -13.03933 32.01358 8.93558 0.10 0.10 -0.03 -0.62
N -12.34188 32.77294 8.29221 -0.10 0.38 0.02 1.04
O -12.34997 33.98693 8.39727 -0.02 -0.33 0.04 -0.61
C -11.43341 32.19101 7.29085 -0.19 -0.28 -0.23 -0.07
C -10.77586 33.02381 6.40742 0.48 0.28 0.07 -0.82
C -9.97170 32.45370 5.43321 -0.01 -0.38 -0.17 0.09
C -9.79829 31.07069 5.37931 -0.17 0.32 0.04 -0.50
C -10.45519 30.26354 6.29527 -0.17 -0.32 0.03 -0.62
C -11.32817 30.81275 7.22191 0.08 0.18 0.07 -0.50
H -10.81590 34.09921 6.50649 -0.28 -0.01 -0.03 0.58
H -9.47919 33.07274 4.69592 0.08 0.15 0.16 0.68
H -9.16951 30.63794 4.61110 0.07 -0.05 0.09 0.46
H -10.31394 29.18873 6.29374 -0.03 0.03 -0.13 0.44
H -11.93237 30.20764 7.88057 0.17 -0.07 0.10 0.50
O -7.91524 30.72438 8.71819 0.02 -0.04 -0.09 -0.59
N -7.96527 29.53650 8.47312 -0.22 -0.03 0.12 1.09
O -8.67893 28.73713 9.04816 -0.04 -0.02 0.11 -0.61
C -7.12395 29.01813 7.39362 0.31 0.40 -0.20 -0.09
C -6.70606 29.89238 6.40888 0.23 0.01 -0.30 0.04
C -5.92462 29.39606 5.37129 -0.48 0.18 0.03 -0.47
C -5.56378 28.06067 5.34383 -0.50 -0.70 -0.34 -1.02
C -6.00076 27.19070 6.33912 -0.38 0.43 -0.03 -0.59
C -6.79332 27.68100 7.36659 0.05 -0.50 0.32 -0.56
H -7.02901 30.92362 6.38065 -0.02 -0.01 0.24 0.60
H -5.75335 30.05386 4.53251 0.32 -0.10 0.00 0.95
H -5.12375 27.61489 4.45918 0.41 0.30 0.11 0.40
H -5.84720 26.12456 6.25802 0.27 0.01 0.07 0.39
H -7.16780 27.02372 8.14046 -0.03 0.06 -0.03 0.47
O -13.80591 35.65155 -3.74295 -0.02 0.11 0.02 -0.61
N -13.17201 34.63234 -3.60110 0.04 -0.12 0.11 1.02
O -12.51515 34.35696 -2.60583 0.03 0.08 -0.10 -0.57
C -13.21963 33.63269 -4.67027 0.29 -0.14 -0.35 0.18
C -14.18283 33.73092 -5.64933 -0.33 0.11 -0.37 -0.59
C -14.23810 32.74788 -6.62726 -0.22 -0.39 0.16 -0.45
C -13.34956 31.68566 -6.60807 0.23 0.09 0.24 -0.56
C -12.34708 31.63045 -5.63496 -0.41 -0.34 -0.65 -0.39
C -12.26839 32.62026 -4.68695 0.30 0.47 0.45 0.01
H -14.87852 34.55622 -5.69827 0.01 0.01 0.31 0.47
H -15.04562 32.74334 -7.34730 0.12 0.22 -0.10 0.38
H -13.41759 30.91526 -7.36406 -0.02 -0.06 0.05 0.41
H -11.66979 30.78709 -5.63690 0.19 0.16 0.05 0.44
H -11.43621 32.68939 -3.99925 -0.19 -0.27 0.18 0.27
O -0.66938 29.78937 2.96249 0.05 -0.07 0.07 -0.61
N -1.71044 30.01565 3.54511 0.20 -0.14 0.09 0.97
O -2.39148 29.17730 4.10301 0.06 -0.03 0.06 -0.58
C -2.20925 31.38922 3.52531 -0.49 0.31 -0.21 -0.01
C -1.59396 32.31942 2.71356 0.29 0.23 -0.24 -0.35
C -2.19492 33.55646 2.54709 -0.26 0.20 0.24 -0.40
C -3.41733 33.83140 3.15440 0.21 -0.14 -0.36 -0.63
C -4.01857 32.88835 3.97946 0.16 0.56 -0.16 -0.43
C -3.38444 31.68027 4.19716 -0.17 -0.13 0.51 -0.40
H -0.66429 32.09166 2.21212 -0.05 -0.14 0.02 0.44
H -1.73067 34.32948 1.94957 0.09 -0.14 -0.10 0.38
H -3.89246 34.78110 2.94450 -0.08 -0.01 0.17 0.42
H -4.96809 33.14234 4.43218 0.03 -0.24 0.20 0.56
H -3.77049 30.99414 4.93707 -0.08 -0.22 -0.29 0.62
O -10.36428 36.06340 4.74211 0.20 -0.07 0.03 -0.58
N -10.32601 36.61638 3.66075 -0.22 0.14 0.21 1.07
O -9.72878 37.64504 3.42410 0.08 -0.03 -0.03 -0.63
C -11.10525 36.01050 2.57634 -0.20 -0.03 -0.14 -0.04
C -11.40215 36.76388 1.45702 0.12 0.25 -0.31 -0.71
C -12.14294 36.19101 0.43481 0.13 -0.18 0.09 -0.45
C -12.62779 34.89247 0.56593 0.09 0.72 -0.04 -0.80
C -12.32643 34.16859 1.71084 -0.58 -0.39 -0.29 -0.36
C -11.56313 34.71441 2.72227 0.01 -0.01 0.15 0.13
H -11.08037 37.79245 1.36718 0.18 -0.09 0.15 0.46
H -12.30432 36.75086 -0.47654 -0.22 0.02 0.05 0.44
H -13.24549 34.52931 -0.24338 0.06 -0.39 0.14 0.52
H -12.73146 33.16934 1.82058 0.12 -0.01 0.06 0.45
H -11.34598 34.14674 3.61424 0.04 0.05 0.06 0.42
O -7.04608 31.25644 3.00246 -0.03 0.01 0.03 -0.51
N -7.51027 32.31466 2.61835 0.49 -0.12 0.03 1.05
O -7.51980 33.33550 3.27657 -0.05 0.02 -0.01 -0.61
C -8.07746 32.34338 1.27316 -0.55 -0.04 -0.15 -0.25
C -7.84119 31.29870 0.39748 0.32 -0.05 -0.03 -0.22
C -8.47143 31.33992 -0.82922 -0.54 0.08 -0.69 -0.88
C -9.40221 32.33469 -1.12633 -0.09 0.25 0.47 -0.27
C -9.62167 33.37252 -0.22673 0.19 0.00 -0.43 -0.61
C -8.93130 33.38538 0.96374 0.31 0.14 0.58 -0.42
H -7.17137 30.49146 0.65533 0.03 0.06 0.07 0.51
H -8.28310 30.61265 -1.60971 0.10 -0.26 0.31 0.40
H -10.01090 32.29418 -2.02025 0.28 -0.01 -0.20 0.55
H -10.28011 34.19498 -0.46126 -0.15 -0.10 -0.05 0.54
H -9.04209 34.17200 1.69552 -0.11 0.06 -0.11 0.74
O -15.77662 27.73079 -3.34240 -0.02 0.10 -0.06 -0.60
N -15.43448 28.89570 -3.33105 -0.05 0.01 -0.19 1.03
O -16.03902 29.80872 -3.86646 0.14 -0.22 0.16 -0.60
C -14.18881 29.22084 -2.61540 0.10 -0.06 0.05 0.04
C -13.89775 30.54591 -2.36941 -0.05 0.26 0.24 -0.57
C -12.74822 30.86564 -1.65528 -0.10 -0.12 0.10 -0.10
C -11.94591 29.84983 -1.15609 0.11 -0.23 -0.15 -0.55
C -12.24689 28.51587 -1.42956 0.13 0.37 -0.33 -0.53
C -13.35678 28.19560 -2.19515 0.16 -0.22 0.32 -0.57
H -14.59950 31.30984 -2.67363 0.09 0.00 -0.18 0.41
H -12.49490 31.90396 -1.47906 -0.07 0.00 0.05 0.66
H -11.05863 30.07738 -0.57879 -0.05 0.10 0.01 0.52
H -11.57025 27.73457 -1.11144 -0.09 -0.03 0.12 0.40
H -13.54565 27.15549 -2.41608 -0.31 0.09 -0.13 0.46
```
Forces are in eV/Å.

Summary:
HOMO energy in eV: -9.89
Molecular weight in g/mol: 861.78
Total energy in hartree: -3057.4884
Frontier orbital gap in eV: 8.68
Charge: 0

Q: Number 3 is which compound?
A: C42H35N7O14

Q: charge of number 2 (C42H35MgN5O2STe)?
A: 0

Q: What is the charge in the first record?
A: -1